# C6H11N

The ion C6H11N with charge -1 (ωB97M-V/def2-TZVPD, OMol25).

Last column: Mulliken spin population.
Element x y z (Å)
1 C -1.41 0.12 0.74  0.2444
2 C -0.67 -1.00 0.08  0.6467
3 C 0.56 -0.41 -0.60  -0.3771
4 C 0.58 -0.21 -1.94  -0.2918
5 C 2.20 0.47 1.03  0.1928
6 C 1.80 -0.50 0.21  2.0193
7 N -2.23 0.94 -0.16  0.0484
8 H -2.12 -0.23 1.55  -0.2725
9 H -0.59 0.68 1.26  -0.0286
10 H -1.31 -1.49 -0.67  0.0277
11 H -0.45 -1.83 0.78  -0.3524
12 H -0.34 -0.16 -2.52  -0.0427
13 H 1.42 0.19 -2.52  0.0272
14 H 3.03 0.43 1.71  -0.1512
15 H 1.58 1.33 1.22  0.0019
16 H 2.41 -1.39 0.21  -0.6999
17 H -1.65 1.50 -0.78  0.0426
18 H -2.80 1.55 0.42  -0.0348

Calculated values
* spin multiplicity: 2
* charge: -1
* frontier orbital gap (alpha / beta): 3.1 / 8.7 eV
* <S²>: 0.75
* HOMO level (alpha / beta): 1.11 / -4.74 eV


# C6H11N

An isolated molecule of C6H11N (ωB97M-V/def2-TZVPD, OMol25).

Last column: natural (NBO) charge in e.
Element x y z (Å)
1 C -2.46 -0.17 -1.01  -0.6012
2 C -1.43 0.01 0.11  -0.3987
3 C 0.00 -0.14 -0.39  -0.4207
4 C 1.07 0.00 0.69  -0.0784
5 C 2.50 -0.22 0.23  -0.6288
6 C 1.06 1.79 0.97  0.1489
7 N 0.85 1.25 2.02  -0.3943
8 H -3.48 -0.06 -0.63  0.2140
9 H -2.31 0.57 -1.80  0.2047
10 H -2.37 -1.16 -1.47  0.2000
11 H -1.55 1.00 0.56  0.2138
12 H -1.62 -0.72 0.91  0.1965
13 H 0.13 -1.16 -0.80  0.2116
14 H 0.20 0.56 -1.20  0.2157
15 H 0.84 -0.71 1.49  0.2444
16 H 2.60 -1.26 -0.10  0.2185
17 H 2.76 0.45 -0.60  0.2233
18 H 3.20 -0.05 1.05  0.2307

Calculated values
* spin multiplicity: 1
* charge: 0
* frontier orbital gap: 12.0 eV
* HOMO level: -10.93 eV


# C6H11N

An isolated molecule of C6H11N (ωB97M-V/def2-TZVPD, OMol25).

Last column: natural (NBO) charge in e.
Element x y z (Å)
1 C 1.05 1.14 -0.60  -0.6168
2 C 0.62 0.09 0.38  -0.1701
3 C -0.61 0.43 1.08  -0.4186
4 C -1.79 -0.02 0.01  -0.2583
5 N -1.07 -0.74 -1.09  -0.5799
6 C 0.11 -1.21 -0.24  -0.0761
7 C 1.53 -1.05 0.24  -0.3524
8 H 1.16 0.58 -1.62  0.1956
9 H 0.16 1.85 -0.64  0.2103
10 H 2.11 1.68 -0.42  0.2345
11 H -0.56 -0.09 2.08  0.2228
12 H -0.70 1.52 1.26  0.2081
13 H -2.59 -0.61 0.63  0.2052
14 H -2.29 0.78 -0.61  0.2035
15 H -0.73 0.01 -1.65  0.3451
16 H -0.45 -1.73 0.58  0.1766
17 H 2.39 -0.91 -0.51  0.2380
18 H 1.65 -1.73 1.11  0.2326

Calculated values
* structure (SMILES): C[C@@]12CCN[C@H]1C2
* spin multiplicity: 1
* charge: 0
* frontier orbital gap: 9.1 eV
* HOMO level: -8.12 eV


# C6H11N

An isolated molecule of C6H11N (ωB97M-V/def2-TZVPD, OMol25).

Last column: natural (NBO) charge in e.
Element x y z (Å)
1 C -2.36 -0.44 -1.14  -0.3970
2 C -1.40 0.43 -0.84  -0.2171
3 C -0.47 0.26 0.33  0.1342
4 N -1.11 0.52 1.57  -0.8175
5 C 0.81 -0.10 0.18  -0.0666
6 C 1.54 -0.89 1.23  -0.6369
7 C 1.58 0.35 -1.05  -0.6342
8 H -3.10 -0.13 -1.87  0.1933
9 H -2.35 -1.50 -0.94  0.2105
10 H -1.07 1.26 -1.47  0.2085
11 H -2.00 0.96 1.45  0.3769
12 H -0.51 1.14 2.11  0.3720
13 H 2.42 -0.39 1.64  0.2001
14 H 0.82 -1.10 2.01  0.2241
15 H 1.89 -1.87 0.88  0.2140
16 H 2.65 0.41 -0.84  0.2160
17 H 1.26 1.37 -1.30  0.2049
18 H 1.40 -0.27 -1.93  0.2149

Calculated values
* structure (SMILES): C=CC(N)=C(C)C
* spin multiplicity: 1
* charge: 0
* frontier orbital gap: 8.4 eV
* HOMO level: -7.45 eV


Short version: energy = -289.85788 -289.87922 -289.78623 -289.89365 a.u., in the order given.
Short version: energy above the lowest of the compared OMol25 structures with the same formula, charge and spin = 23.8 58.0 116.4 49.0 kcal per mole, in the order given.